Computed, not measured: a cluster of 2 separate species, C10H10N2 in total, with ωB97M-V/def2-TZVPD.

CARTESIAN COORDINATES (ANGSTROEM)
C -1.36614 0.49395 1.89473
C -0.62096 -0.66165 1.79062
C 0.77821 -0.63135 1.72796
C 1.33459 0.58523 1.90321
C 0.58885 1.73742 1.92521
C 0.20815 -1.82415 -1.84314
C 1.13592 -0.71558 -2.01367
C 0.64840 0.58191 -1.97300
C -0.73099 0.72589 -1.75975
C -1.58381 -0.38085 -1.67408
H -2.42905 0.55759 1.81700
H -1.21357 -1.62142 1.64524
H 1.34627 -1.53516 1.70503
H 2.37513 0.77065 1.77926
H 1.07715 2.70851 2.04723
H 0.53357 -2.83889 -1.93230
H 2.17015 -0.95597 -2.15267
H 1.39023 1.40423 -2.04294
H -1.05602 1.68083 -1.48857
H -2.69350 -0.17353 -1.59952
N -0.77764 1.72668 2.02888
N -1.11492 -1.63434 -1.78472

Its total charge is 0. As for the LUMO energy: 0.866 eV. For the frontier orbital gap, the calculation gives 10.330 eV. The calculation puts the energy above the lowest of the compared OMol25 structures with the same formula, charge and spin at 180.0 kJ/mol. Its SMILES is c1ccncc1.c1ccncc1. The largest force on an atom is 0.0597 hartree/bohr.